Entry 1:
Here is one molecule with the formula C4H8O2 from OMol25. Energies are from the ωB97M-V functional and the def2-TZVPD basis.

The energy relative to the best compared isomer or geometry (same formula, charge and spin) comes out at 47.5 kcal/mol. The value obtained for the energy is -8371.2200 eV. Its SMILES is CO/C=C/CO.

Geometry as XYZ:
```
14
Properties=species:S:1:pos:R:3:forces:R:3:nbo_charge:R:1
C 0.74287 -1.69018 -1.67706 0.22 0.02 -0.16 -0.26
C 0.07436 0.33516 0.27325 -0.05 -0.13 -0.10 -0.35
C -0.49270 1.46356 1.07471 -0.27 -0.11 -0.37 -0.08
O 0.31345 1.69773 2.21744 -0.02 0.21 0.21 -0.72
C -0.68114 -0.71874 -0.04181 -0.05 0.18 0.13 0.17
O -0.41771 -1.75086 -0.87197 -0.08 0.03 0.04 -0.50
H 1.58339 -2.19944 -1.19339 -0.09 0.12 0.01 0.18
H 1.02515 -0.65490 -1.89713 -0.08 -0.15 -0.01 0.18
H 0.50066 -2.20184 -2.61154 0.08 0.02 0.15 0.19
H 1.09916 0.44571 -0.07054 -0.15 -0.02 0.00 0.21
H -0.52996 2.36840 0.44448 0.04 -0.12 0.15 0.16
H -1.53202 1.22648 1.35689 0.19 0.02 -0.01 0.16
H -0.00220 2.51109 2.62990 0.14 -0.15 0.01 0.47
H -1.68329 -0.83216 0.36677 0.12 0.07 -0.03 0.18
```
Positions in Å, forces in eV/Å.

---

Entry 2:
Here is one molecule with the formula C3H3BrS in a non-equilibrium geometry from OMol25. Energies are from the ωB97M-V functional and the def2-TZVPD basis.

The energy relative to the best compared isomer or geometry (same formula, charge and spin) comes out at 37.9 kcal/mol. The value obtained for the energy is -84033.8858 eV. Its SMILES is BrCC1=CS1.

Geometry as XYZ:
```
8
Properties=species:S:1:pos:R:3:forces:R:3:nbo_charge:R:1
C -0.90737 0.45965 -1.15934 -1.44 1.22 -1.28 -0.27
C -0.28874 -0.16185 -0.25989 2.25 -0.02 1.67 -0.05
C 0.86612 -0.23098 0.78612 -5.27 -2.04 -0.16 -0.45
S -1.47688 -1.24304 -1.18382 0.00 -1.34 0.40 0.01
Br 0.62707 1.13084 2.16641 -0.37 -0.54 0.42 0.02
H -1.39641 1.19616 -1.77797 0.79 0.47 0.42 0.27
H 1.68335 0.17844 0.40053 3.60 0.77 -2.12 0.22
H 0.89286 -1.32922 1.02795 0.45 1.49 0.66 0.26
```
Positions in Å, forces in eV/Å.

---

Entry 3:
Here is one molecule with the formula C3H5N3S in a non-equilibrium geometry from OMol25. Energies are from the ωB97M-V functional and the def2-TZVPD basis.

The energy relative to the best compared isomer or geometry (same formula, charge and spin) comes out at 88.1 kcal/mol. The value obtained for the energy is -18494.0771 eV. Its SMILES is NN1C=NC(=S)C1.

Geometry as XYZ:
```
12
Properties=species:S:1:pos:R:3:forces:R:3:nbo_charge:R:1
C -0.19162 -1.07297 0.35428 -0.96 2.11 0.10 -0.32
C 0.88475 0.01330 -0.03920 -4.86 0.58 3.95 -0.02
C -1.01237 1.09892 0.18008 -1.09 -0.37 -2.12 0.31
H -2.97007 -0.61807 -1.37274 0.48 0.28 3.54 0.38
H -3.30166 -0.78419 0.39285 -1.93 -2.22 1.94 0.36
H -0.02736 -1.71834 -0.45236 -0.65 -1.91 -0.72 0.23
H -0.17887 -1.50325 1.43068 0.21 0.78 -2.06 0.25
H -1.68319 1.89091 -0.12392 -0.35 0.18 0.93 0.21
N -2.85186 -0.33296 -0.30511 4.40 1.65 -4.12 -0.66
N -1.41764 -0.15235 0.12569 -3.44 -2.70 -0.04 -0.28
N 0.23205 1.21926 0.13669 3.79 2.55 -0.44 -0.56
S 2.39617 -0.16501 -0.15915 4.40 -0.93 -0.96 0.09
```
Positions in Å, forces in eV/Å.

---

Entry 4:
Here is C9H10Br3Cl15O3 as an isolated structure in a non-equilibrium geometry from OMol25. Energies are from the ωB97M-V functional and the def2-TZVPD basis.

The energy relative to the best compared isomer or geometry (same formula, charge and spin) comes out at 348.3 kcal/mol. The value obtained for the energy is -413583.5884 eV.

Geometry as XYZ:
```
40
Properties=species:S:1:pos:R:3:forces:R:3:nbo_charge:R:1
C 1.49905 -2.40601 -2.11331 -0.63 -0.63 -0.79 -0.51
Br 2.53142 -0.77887 -1.80998 -5.94 -9.37 -10.48 0.11
Br 2.41698 -3.64246 -3.37407 -0.20 0.61 0.51 0.03
Br -0.37969 -2.01977 -2.72821 4.95 -2.27 0.87 0.11
H 1.46051 -2.98039 -1.18772 -0.35 0.06 -0.13 0.19
C 3.15043 1.81755 -2.42291 0.58 1.01 0.53 -0.27
Cl 4.20865 0.41575 -2.74001 4.88 5.07 -2.21 0.09
Cl 4.10510 3.29775 -2.17713 -0.26 -0.37 -0.48 0.04
Cl 2.16076 1.59047 -0.92644 4.44 3.57 -2.18 0.03
H 2.42125 1.90610 -3.22824 0.30 0.10 0.00 0.25
C -3.27383 -0.19679 3.55946 -0.46 0.97 0.02 -0.27
Cl -1.68018 0.46885 4.01507 -1.26 0.38 2.26 0.01
Cl -4.67169 0.93833 3.85723 0.98 -0.19 -0.10 -0.03
Cl -3.62008 -1.66354 4.42577 0.19 -0.48 0.02 0.03
H -3.27894 -0.32869 2.47748 -0.03 -0.24 0.49 0.25
C 0.41123 3.45335 0.00016 -1.06 1.20 -0.31 -0.29
Cl -0.06259 3.12257 -1.74476 -0.49 0.42 0.92 -0.03
Cl -0.04106 2.21991 1.15117 -0.54 4.39 0.11 0.07
Cl -0.46978 4.86619 0.53147 0.09 0.95 -0.22 0.04
H 1.48821 3.61901 0.02806 -0.46 0.16 -0.03 0.24
C -3.93873 -0.80938 -1.72735 -0.67 -0.09 0.31 -0.30
Cl -2.43781 -0.92370 -2.64920 -4.25 1.91 -1.14 0.04
Cl -5.02658 -2.17311 -1.86330 0.10 -0.61 -0.32 0.01
Cl -4.88235 0.65429 -2.02533 0.41 0.19 -0.19 0.00
H -3.56998 -0.76290 -0.70267 -0.77 -0.12 -0.84 0.27
C 2.92889 -1.90935 1.35921 2.27 -0.68 0.35 -0.31
Cl 1.34704 -2.48234 1.75416 1.84 -5.24 0.55 0.13
Cl 3.91888 -1.81037 2.86086 -0.24 0.17 -0.21 0.00
Cl 3.10537 -0.49596 0.30617 2.54 -0.15 11.16 0.03
H 3.38185 -2.73190 0.80573 -0.05 0.18 0.01 0.23
C 0.33527 0.01671 -0.10590 -0.91 -0.21 0.77 -0.11
C 0.29757 -0.13195 1.35189 -0.33 -0.88 1.58 -0.18
O -1.10287 0.04584 1.72251 -0.33 -0.98 -1.81 -0.51
C -1.85885 0.00746 0.62003 0.39 0.12 -0.61 1.02
O -3.09023 0.04751 0.57669 3.28 0.44 1.19 -0.63
O -1.02534 -0.09033 -0.45514 -1.81 0.16 -0.31 -0.51
H 1.01744 -0.64256 -0.64266 -1.89 -0.33 0.56 0.17
H 0.71812 1.02121 -0.28620 -2.35 -1.75 -0.09 0.16
H 0.91632 0.60999 1.85664 -0.07 -0.90 0.35 0.21
H 0.59026 -1.13846 1.65085 -1.90 3.42 -0.12 0.18
```
Positions in Å, forces in eV/Å.